The following is a quantum chemistry calculation of a 12-piece molecular cluster, C37H103N5O12 overall in a non-equilibrium geometry, from the Open Molecules 2025 dataset.

## Properties
net charge: 0
F_max: 3.106 eV/A
SMILES: COC[C@H](C)N.COC[C@H](C)N.COC[C@H](C)N.COC[C@H](C)N.COC[C@H](C)N.CC(C)O.CC(C)O.CC(C)O.CCO.CCO.CCO.CCO
energy above the lowest of the compared OMol25 structures with the same formula, charge and spin: 120.59 kJ/mol

Structure (XYZ):
```
157
C37H103N5O12 (ωB97M-V/def2-TZVPD)
C 14.4660 15.6838 8.5520
C 13.6575 14.7601 9.3792
C 14.4663 13.8046 10.2473
O 14.9100 12.7277 9.4368
C 15.9826 11.9876 9.8982
N 12.6320 15.4860 10.1267
H 13.7218 16.3654 8.1702
H 15.1233 15.2570 7.7608
H 15.0237 16.2993 9.2438
H 13.0912 14.1789 8.5544
H 13.8771 13.4307 11.1286
H 15.3521 14.3540 10.6294
H 15.7945 11.3021 10.7147
H 16.7446 12.6572 10.2807
H 16.3102 11.4157 9.0538
H 12.2419 14.7719 10.7386
H 13.0569 16.1281 10.7440
C 9.1963 22.5758 8.3411
C 10.3127 22.2905 9.3373
C 10.2126 20.8609 9.9107
O 9.1891 20.7482 10.9029
C 9.3563 19.4531 11.5798
N 11.5855 22.4703 8.6794
H 8.2352 22.4745 8.8087
H 9.1036 21.8734 7.4583
H 9.2334 23.6409 8.1487
H 10.1922 23.0245 10.2524
H 11.2735 20.6047 10.2789
H 10.0593 20.1021 9.1051
H 8.5575 19.2868 12.3526
H 10.3629 19.4255 12.0172
H 9.2662 18.6247 10.8552
H 11.7330 23.4578 8.3721
H 12.2855 22.1354 9.3035
C 10.3550 20.1588 19.9199
C 9.9036 19.2177 18.7869
C 9.0874 19.9724 17.7639
O 8.5804 18.9456 16.9078
C 8.1827 19.4512 15.6524
N 11.0628 18.5547 18.2535
H 9.4594 20.5489 20.4474
H 10.8007 21.0216 19.4301
H 10.9700 19.6207 20.6456
H 9.2166 18.4795 19.2384
H 9.7145 20.6841 17.2274
H 8.2556 20.4937 18.1715
H 7.5472 18.7368 15.0825
H 9.0372 19.6976 15.0501
H 7.6670 20.4072 15.7042
H 10.8357 18.1935 17.3446
H 11.8008 19.3064 18.0989
C 11.8672 9.3878 14.4363
C 11.8913 8.7000 13.0890
C 10.9401 9.2836 12.0888
O 11.1932 10.6427 11.9271
C 10.5347 11.2930 10.7797
N 13.3433 8.7595 12.6734
H 10.8188 9.5793 14.5955
H 12.3699 10.3353 14.3908
H 12.2741 8.8284 15.2513
H 11.6130 7.6698 13.2091
H 9.8919 9.0720 12.4675
H 11.0129 8.7692 11.1012
H 10.8963 12.3191 10.8277
H 9.4126 11.2062 10.7654
H 10.9187 10.9028 9.8241
H 13.6383 9.6978 12.4625
H 13.5198 8.1515 11.9256
C 16.1144 13.8634 14.1411
C 15.1174 12.7478 14.5034
C 15.8308 11.7914 15.4301
O 15.0204 10.6267 15.5034
C 15.5854 9.5269 16.2410
N 13.8687 13.1872 15.0156
H 16.9505 13.2637 13.7847
H 16.4015 14.4890 14.9821
H 15.7921 14.5753 13.3418
H 14.9098 12.1893 13.5632
H 16.0009 12.2608 16.4543
H 16.8745 11.5976 14.9867
H 16.6421 9.5081 16.1303
H 15.0880 8.5827 15.9091
H 15.3183 9.6689 17.3016
H 13.1037 12.5081 14.9128
H 13.9603 13.4436 16.0298
C 7.8981 11.8865 14.2417
C 7.2048 13.1665 14.8027
O 7.1878 14.1727 13.8067
H 8.2452 11.2729 15.0750
H 8.7578 12.2120 13.6730
H 7.1049 11.3719 13.6700
H 7.7553 13.4556 15.7064
H 6.1504 12.8154 15.0578
H 6.7688 14.9393 14.2019
C 14.6830 16.7897 18.5244
C 14.5469 15.2928 18.0840
O 13.1970 15.0285 17.8030
H 14.3790 17.3439 17.6025
H 15.7281 17.0623 18.7436
H 14.1192 16.9922 19.4408
H 14.8836 14.5814 18.8412
H 15.0806 15.1593 17.1040
H 12.6531 15.0080 18.6327
C 11.3825 21.2759 13.6637
C 10.4851 22.4622 13.4494
O 10.2515 22.9683 14.7851
H 11.7455 20.7798 12.7248
H 10.6963 20.4936 14.0577
H 12.2781 21.3838 14.3173
H 9.6370 22.1940 12.8922
H 10.9233 23.2789 12.8702
H 9.2874 23.0993 14.7347
C 10.7018 10.9595 18.0115
C 11.9948 11.7586 17.8148
O 12.9200 11.4868 18.8002
H 9.9721 11.2661 18.7504
H 10.9490 9.9071 18.0760
H 10.1885 10.9299 17.0329
H 11.7488 12.8254 17.7599
H 12.3762 11.4604 16.8198
H 12.5337 11.1336 19.6215
C 10.6304 16.7284 13.4013
C 11.4329 15.6941 14.1503
C 10.6609 14.4618 14.6296
O 12.4778 15.2488 13.2347
H 11.0035 17.7579 13.5261
H 9.6190 16.7280 13.8053
H 10.4974 16.4867 12.3067
H 11.8598 16.0727 15.0801
H 9.6395 14.7469 14.9216
H 11.2012 14.0123 15.4768
H 10.5510 13.7419 13.8101
H 13.0991 14.7155 13.7196
C 9.1162 15.8286 20.5314
C 10.0289 15.1961 19.4965
C 9.3491 15.1712 18.1364
O 11.2511 15.8921 19.4368
H 9.4951 15.6270 21.5008
H 8.1057 15.4390 20.4095
H 9.0888 16.8936 20.4962
H 10.3086 14.1059 19.6473
H 9.8713 14.6833 17.2719
H 9.2183 16.2069 17.7805
H 8.3766 14.7509 18.2386
H 11.2213 16.6585 18.9091
C 9.7048 15.4049 7.6384
C 9.1552 16.5066 8.5055
C 8.1401 16.0100 9.5012
O 10.2161 17.2732 9.1147
H 10.2141 15.8433 6.7962
H 8.8528 14.9033 7.1270
H 10.3324 14.6963 8.2488
H 8.6402 17.1909 7.7911
H 8.5996 15.4192 10.2965
H 7.3648 15.3820 9.0682
H 7.6453 16.8923 10.0142
H 10.9595 16.7285 9.3942
```

=====

The following is a quantum chemistry calculation of C37H104BeNO16 as an isolated structure in a non-equilibrium geometry, from the Open Molecules 2025 dataset.

## Properties
net charge: 0
F_max: 3.412 eV/A
2S+1: 2
E_tot: -2745.09589 Eh

Structure (XYZ):
```
159
C37H104BeNO16 (ωB97M-V/def2-TZVPD)
Be 13.9705 17.9462 -4.7410
C 13.2886 20.5648 -8.2165
C 12.1391 19.5857 -8.4230
C 11.3775 19.9881 -9.7297
C 12.2698 19.6050 -10.9835
C 12.4826 18.1152 -11.0142
C 13.1709 17.5540 -9.7420
N 12.5541 18.1587 -8.5590
O 12.9323 17.4757 -7.3329
C 14.6719 17.7837 -9.8456
C 12.9882 16.0271 -9.9690
C 11.0285 19.7092 -7.2760
H 13.2232 21.4609 -8.8336
H 14.2338 20.0551 -8.4029
H 13.2452 20.7847 -7.1498
H 11.0598 21.0303 -9.7586
H 10.4484 19.4286 -9.8385
H 13.2401 20.0714 -11.1542
H 11.7084 19.9523 -11.8508
H 13.1494 17.9760 -11.8651
H 11.6846 17.5199 -11.4581
H 15.1315 17.3813 -10.7484
H 15.3028 17.4117 -9.0384
H 14.9543 18.8163 -10.0507
H 11.9822 15.7296 -10.2646
H 13.3242 15.3920 -9.1493
H 13.5713 15.7074 -10.8327
H 10.5281 20.6774 -7.2545
H 11.3817 19.4509 -6.2777
H 10.1273 19.1611 -7.5506
C 14.2938 17.7275 -14.7318
C 15.1937 17.5276 -15.8980
O 16.4823 17.4861 -15.3540
H 14.7193 18.3856 -13.9742
H 14.2708 16.7729 -14.2061
H 13.3061 18.1128 -14.9847
H 15.0979 18.3100 -16.6509
H 15.0093 16.5693 -16.3836
H 17.0872 17.6484 -16.0816
C 16.5377 14.4218 -4.7582
C 15.9946 15.1690 -6.0178
O 14.7077 15.6799 -5.6375
H 17.5799 14.1156 -4.8496
H 16.0334 13.4820 -4.5333
H 16.5463 15.0792 -3.8888
H 15.8650 14.4768 -6.8498
H 16.6183 16.0458 -6.1920
H 14.0888 15.3878 -6.3107
C 17.7815 15.3631 -9.8161
C 19.0635 16.0776 -9.3433
O 18.6790 17.2843 -8.6852
H 17.8515 14.4971 -10.4744
H 17.2300 16.1942 -10.2556
H 17.2290 15.0766 -8.9213
H 19.7484 16.2980 -10.1621
H 19.5702 15.4282 -8.6295
H 18.6356 18.0114 -9.3105
C 8.4170 16.3111 -8.0564
C 9.3070 16.1426 -6.7923
O 10.5510 15.5078 -7.0801
H 9.0106 16.6286 -8.9137
H 7.5527 16.9659 -7.9455
H 8.1251 15.3210 -8.4066
H 8.8782 15.4241 -6.0937
H 9.6601 17.0441 -6.2917
H 11.0915 16.2374 -7.3919
C 10.7744 23.8768 -7.7315
C 11.0462 25.0217 -8.6525
O 11.6393 24.4610 -9.7994
H 10.6210 24.2686 -6.7260
H 11.5803 23.1469 -7.6542
H 9.8974 23.2623 -7.9349
H 11.8570 25.5379 -8.1384
H 10.1494 25.5974 -8.8812
H 10.9463 24.2219 -10.4192
O 17.4664 17.4130 -12.4055
H 16.7929 17.5644 -11.7423
H 16.9956 17.4486 -13.2381
O 14.0679 20.4253 -4.2247
H 13.8294 20.7135 -3.3436
H 14.4191 21.2093 -4.6468
O 15.4904 18.7584 -6.5779
H 15.4096 18.5493 -7.5085
H 16.1691 19.4323 -6.5414
O 11.6235 18.2214 -3.9036
H 10.9936 17.5012 -3.8757
H 11.0855 19.0122 -3.8671
C 9.1486 23.2363 -3.8164
C 10.3702 22.6104 -4.3812
C 11.6771 23.4694 -4.3588
O 10.5308 21.5404 -3.4899
H 8.9768 24.0624 -4.5064
H 9.3324 23.6561 -2.8274
H 8.2410 22.6458 -3.9416
H 10.3030 22.1899 -5.3846
H 12.4460 22.8097 -4.7610
H 12.0043 23.6957 -3.3440
H 11.7028 24.3808 -4.9561
H 10.3158 21.9777 -2.6627
C 11.3751 12.2100 -7.9983
C 12.7429 12.1392 -7.3700
C 13.8805 12.0226 -8.3496
O 12.9862 13.3639 -6.6164
H 10.6368 11.9024 -7.2579
H 11.3083 11.4354 -8.7622
H 11.1724 13.2078 -8.3874
H 12.7781 11.2687 -6.7149
H 13.9102 11.1223 -8.9634
H 14.8264 11.8465 -7.8373
H 13.9160 12.8282 -9.0830
H 12.3169 13.9568 -6.9658
C 14.1454 13.3382 -12.8449
C 12.6134 13.0898 -13.3281
C 11.5129 13.7556 -12.5972
O 12.6320 13.5434 -14.7044
H 14.9117 12.7538 -13.3542
H 14.0767 13.1284 -11.7774
H 14.3446 14.3949 -13.0231
H 12.4267 12.0204 -13.4262
H 11.4888 13.6411 -11.5135
H 10.5095 13.4232 -12.8633
H 11.5208 14.8353 -12.7461
H 13.5520 13.4324 -14.9551
C 7.7838 21.9075 -10.2273
C 8.2159 22.7670 -11.4380
C 7.6037 24.1447 -11.5381
O 9.5990 22.8886 -11.4746
H 8.4170 21.0235 -10.1519
H 6.7464 21.5773 -10.2804
H 7.8610 22.4353 -9.2767
H 7.9647 22.1204 -12.2789
H 8.1582 24.7244 -12.2761
H 7.7871 24.6005 -10.5651
H 6.5382 24.1535 -11.7677
H 9.9106 22.0584 -11.1068
C 13.8549 23.3885 -12.5447
C 14.7736 24.0211 -11.5679
C 15.9392 24.6947 -12.1880
O 14.1294 25.0375 -10.8729
H 14.3400 22.5847 -13.0985
H 13.3824 24.0876 -13.2347
H 13.1792 22.8492 -11.8808
H 15.0626 23.2034 -10.9077
H 16.5066 23.9637 -12.7640
H 16.7300 24.9891 -11.4980
H 15.7221 25.6221 -12.7179
H 13.2443 24.7500 -10.6370
C 14.6450 24.5168 -5.7404
C 14.7078 23.2238 -6.5255
C 15.3437 23.3811 -7.9351
O 15.4181 22.2328 -5.9024
H 14.4045 24.3103 -4.6975
H 13.9346 25.0660 -6.3583
H 15.5490 25.1241 -5.6944
H 13.6619 22.9294 -6.6124
H 15.6978 22.4871 -8.4484
H 16.2661 23.9597 -7.8843
H 14.5316 23.8709 -8.4723
H 16.2990 22.6021 -5.8060
```

=====

The following is a quantum chemistry calculation of C37H21Br2F4O6PSTi as an isolated structure, from the Open Molecules 2025 dataset.

## Properties
net charge: -1
F_max: 0.814 eV/A
2S+1: 2
energy above the lowest of the compared OMol25 structures with the same formula, charge and spin: 60.11 kJ/mol

Structure (XYZ):
```
73
C37H21Br2F4O6PSTi (ωB97M-V/def2-TZVPD)
Ti 1.8449 0.6230 0.3674
Br 2.1808 -2.1364 0.1427
C 3.2759 -2.0253 -1.4223
C 3.9115 -3.1581 -1.8311
C 4.6989 -3.1078 -3.0001
C 4.7984 -1.9433 -3.7039
C 4.1293 -0.7694 -3.2792
C 4.2131 0.4312 -4.0277
C 3.5526 1.5444 -3.6023
C 2.7930 1.5139 -2.4088
C 2.6665 0.3885 -1.6253
C 3.3491 -0.7788 -2.0917
H 3.8156 -4.0772 -1.2699
H 5.2155 -3.9993 -3.3309
H 5.3932 -1.8993 -4.6090
H 4.8083 0.4417 -4.9334
H 3.6153 2.4647 -4.1716
H 2.3160 2.4392 -2.0966
O 4.8763 1.9008 2.5861
C 3.9321 1.7288 1.8588
O 3.5693 0.6062 1.2933
C 2.9694 2.9048 1.4670
O 3.0562 4.0132 1.9212
O 2.0466 2.5045 0.6047
F -3.3993 0.8192 -5.8044
C -2.8395 0.8135 -4.5938
C -3.2117 1.7473 -3.6509
F -4.1407 2.6584 -3.9492
C -2.6282 1.7213 -2.3956
F -3.0932 2.6248 -1.5254
C -1.6384 0.8090 -2.0433
P -0.8336 0.8379 -0.3496
C -2.1208 -0.1392 0.4937
C -3.3449 0.3714 0.9149
C -4.3003 -0.4767 1.4590
C -4.0495 -1.8368 1.5733
C -2.8321 -2.3507 1.1508
C -1.8706 -1.5053 0.6205
C -1.0145 2.6009 0.0695
C -1.4075 3.0398 1.3279
C -1.3458 4.3905 1.6419
C -0.8889 5.3072 0.7095
C -0.4910 4.8720 -0.5469
C -0.5487 3.5269 -0.8622
C -1.3248 -0.1612 -3.0024
Br -0.2077 -1.6272 -2.6340
C -1.9068 -0.1483 -4.2587
F -1.6072 -1.0714 -5.1760
H -3.5573 1.4279 0.8156
H -5.2463 -0.0700 1.7943
H -4.7920 -2.4926 2.0099
H -2.6194 -3.4068 1.2569
H -0.9108 -1.9050 0.3128
H -1.7182 2.3267 2.0776
H -1.6350 4.7199 2.6316
H -0.8235 6.3566 0.9663
H -0.1110 5.5781 -1.2738
H -0.2040 3.1939 -1.8360
O -1.3837 -5.7194 4.8776
C -2.0946 -4.5653 4.7787
O -3.2443 -4.5589 5.1306
C -1.3799 -3.3798 4.2394
C -1.9709 -2.1277 4.4112
C -1.3779 -0.9912 3.9053
C -0.1717 -1.0541 3.1914
S 0.4970 0.4186 2.5395
C 0.4329 -2.3079 3.0524
C -0.1649 -3.4480 3.5587
H -0.4614 -5.5503 4.6550
H -2.9151 -2.0712 4.9366
H -1.8551 -0.0280 4.0317
H 1.3886 -2.3836 2.5511
H 0.3364 -4.3947 3.3794
```